Formula: C15H35AgClN2O4
Source: the Open Molecules 2025 dataset
Level of theory: wB97M-V/def2-TZVPD

As for the multiplicity: 2. As for the charge: 0. Its HOMO-LUMO gap (spin up / spin down) is 7.2 / 6.9 eV. The energy above the lowest of the compared OMol25 structures with the same formula, charge and spin comes out at 227.8 kJ/mol. The calculation puts the HOMO energy (spin up / spin down) at -0.2544 / -0.2539 Eh. Its energy is -1609.9934 a.u.

Element x y z (Å)
Ag1 0.4615 -1.0340 0.7003
Cl1 2.5998 -1.7439 -0.7159
C1 1.7812 2.3048 -1.3114
C2 0.4714 2.9073 -0.8405
C3 0.2231 4.1132 -1.7958
C4 -0.1878 3.7703 -3.2187
C5 -1.4234 2.8705 -3.1612
C6 -1.1819 1.5919 -2.2926
N1 -0.6475 1.9187 -0.9555
O1 -0.6581 0.8832 -0.0918
C7 -0.2901 0.6243 -3.1547
C8 -2.5582 0.9589 -2.2761
C9 0.6488 3.4682 0.5805
H1 2.5531 3.0608 -1.4367
H2 1.6203 1.7472 -2.2335
H3 2.1338 1.4509 -0.7258
H4 1.1802 4.6362 -1.8457
H5 -0.4253 4.8663 -1.3427
H6 0.6469 3.4327 -3.8353
H7 -0.4325 4.7267 -3.6884
H8 -1.8650 2.7369 -4.1473
H9 -2.1289 3.5090 -2.6198
H10 0.5144 1.0581 -3.7442
H11 -0.8090 -0.1040 -3.7819
H12 0.1059 -0.1241 -2.4593
H13 -3.0014 0.8359 -3.2615
H14 -3.1589 1.6535 -1.6851
H15 -2.4996 -0.0273 -1.8131
H16 0.8584 2.6093 1.2254
H17 -0.1052 4.1191 1.0199
H18 1.6056 3.9673 0.7540
C10 -1.5235 -4.8927 0.1523
C11 -0.9484 -3.7364 0.9917
C12 0.5692 -4.0865 1.2096
O2 1.0165 -3.0110 2.0507
C13 2.0659 -3.3211 2.9866
N2 -1.1032 -2.5451 0.0615
H19 -0.8467 -5.0289 -0.6905
H20 -2.5553 -4.6583 -0.1075
H21 -1.5333 -5.8460 0.6857
H22 -1.4282 -3.5256 1.9437
H23 1.2810 -4.0325 0.3835
H24 0.5743 -4.9185 1.9177
H25 1.9056 -3.8966 3.9012
H26 2.3931 -2.3445 3.3448
H27 2.8477 -3.7221 2.3390
H28 -1.9850 -2.0726 0.2216
H29 -1.1411 -2.8298 -0.9086
C14 1.0397 0.2797 3.5586
C15 -0.1081 -0.7645 3.7191
O3 -0.7989 -0.9228 2.4833
O4 1.7440 0.0593 2.3647
H30 1.6554 0.5069 4.4327
H31 0.6136 1.2827 3.4225
H32 -0.8717 -0.3378 4.3754
H33 0.1892 -1.7074 4.1793
H34 -1.6685 -1.2393 2.7444
H35 2.5849 0.5237 2.3916

Atomic partial charges in e from the Löwdin method, atoms 1 to 6: 0.5868 -0.4295 -0.0272 -0.4600 -0.1508 -0.1913


Formula: C15H35CeCl2N4P
Source: the Open Molecules 2025 dataset
Level of theory: wB97M-V/def2-TZVPD

As for the multiplicity: 1. As for the charge: 0. Its HOMO-LUMO gap (spin up / spin down) is 8.2 / 8.2 eV. The energy above the lowest of the compared OMol25 structures with the same formula, charge and spin comes out at 27.4 kJ/mol. The calculation puts the HOMO energy (spin up / spin down) at -0.2869 / -0.2868 Eh. Its energy is -2548.2978 a.u.

Element x y z (Å)
Ce1 -0.0404 0.0468 0.4685
Cl1 -1.5124 2.0908 0.1600
Cl2 1.4665 -2.0923 0.3544
H1 -1.5722 -0.6922 0.3072
H2 1.1566 1.2481 0.2182
P1 -0.0636 0.0599 -2.3565
C1 0.2337 1.7666 -2.8396
C2 1.0548 -1.0300 -3.1340
C3 -1.8349 -0.2849 -2.6408
C4 1.2384 2.6130 -2.0424
H3 -0.7682 2.2519 -2.7016
C5 0.5999 1.7862 -4.3000
H4 1.6745 1.5640 -4.4596
H5 0.4339 2.8196 -4.6978
H6 0.0073 1.1074 -4.9277
H7 0.7953 3.0008 -1.1009
H8 1.5323 3.4847 -2.6506
H9 2.1553 2.0501 -1.7900
H10 -2.3448 0.5776 -2.1376
C6 -2.4191 -1.5638 -2.0269
C7 -2.1156 -0.2197 -4.1278
H11 -2.1041 0.8098 -4.5141
H12 -3.1452 -0.6171 -4.3112
H13 -1.4245 -0.8407 -4.7108
H14 -1.7725 -2.0159 -1.2470
H15 -2.6006 -2.3374 -2.8062
H16 -3.3964 -1.3320 -1.5570
C8 2.5210 -0.7691 -2.7429
H17 0.9120 -0.7076 -4.1610
C9 0.7297 -2.5217 -3.0509
H18 2.9305 0.1233 -3.2508
H19 3.1403 -1.6334 -3.0312
H20 2.6410 -0.6242 -1.6440
H21 0.6824 -2.8949 -2.0065
H22 1.5289 -3.0911 -3.5645
H23 -0.2217 -2.7566 -3.5565
C10 -0.1891 1.4302 3.2047
N1 0.0299 0.0232 2.6584
C11 -1.1144 -0.8617 3.1990
N2 -1.1489 -0.8568 4.6965
C12 -1.3328 0.5647 5.1755
N3 -0.2116 1.4581 4.7032
C13 1.0909 0.9095 5.2188
N4 1.3197 -0.4973 4.7505
C14 1.3368 -0.5147 3.2566
C15 0.1756 -1.3626 5.2192
H24 -1.1222 1.7927 2.8343
H25 0.6198 2.0421 2.8435
H26 -0.9484 -1.8599 2.8452
H27 -2.0352 -0.4715 2.8161
H28 -1.3468 0.5681 6.2459
H29 -2.2621 0.9386 4.7902
H30 1.8929 1.5283 4.8618
H31 1.0664 0.9153 6.2896
H32 1.4727 -1.5201 2.9267
H33 2.1327 0.1111 2.8902
H34 0.1513 -1.3491 6.2897
H35 0.3242 -2.3641 4.8645

Atomic partial charges in e from the Löwdin method, atoms 1 to 6: 0.0063 0.1566 0.1152 -0.1386 -0.1416 0.9034


Formula: C15H35MnN6O8
Source: the Open Molecules 2025 dataset
Level of theory: wB97M-V/def2-TZVPD

As for the multiplicity: 6. As for the charge: +1. Its HOMO-LUMO gap (spin up / spin down) is 9.1 / 9.2 eV. The energy above the lowest of the compared OMol25 structures with the same formula, charge and spin comes out at 99.0 kJ/mol. The calculation puts the HOMO energy (spin up / spin down) at -0.4028 / -0.4079 Eh. Its energy is -2673.8893 a.u.

Element x y z (Å)
Mn1 -0.1595 0.0200 0.4864
N1 -3.1061 0.0302 2.1106
O1 -4.0097 0.1055 1.2501
O2 -1.8948 0.0508 1.7179
O3 -3.3550 -0.0783 3.3141
C1 -2.1607 0.6989 -3.4039
C2 -2.2667 0.3554 -1.9330
O4 -1.2370 0.1702 -1.2725
N2 -3.4508 0.2977 -1.3195
C3 -4.7267 0.3277 -1.9965
H1 -2.9249 1.4179 -3.7139
H2 -2.3017 -0.0868 -4.1471
H3 -1.2145 1.2003 -3.5664
H4 -3.3157 0.2777 -0.3027
H5 -4.6141 0.4367 -3.0673
H6 -5.4108 1.0749 -1.5952
H7 -5.2522 -0.6158 -1.8246
C4 0.8311 -4.1056 1.1743
C5 -0.1788 -3.2858 0.4071
O5 -0.1278 -2.0587 0.3666
N3 -1.1975 -3.9535 -0.1342
C6 -2.2172 -3.3360 -0.9379
H8 1.4145 -4.7125 0.4803
H9 0.4395 -4.6992 1.9974
H10 1.5347 -3.4101 1.6281
H11 -1.1884 -4.9434 0.0479
H12 -2.6604 -3.9898 -1.6839
H13 -1.8257 -2.4585 -1.4551
H14 -3.0178 -2.9194 -0.3195
C7 4.0419 -0.4957 -0.6564
C8 2.6690 -0.4229 -1.3017
O6 1.6909 -0.1378 -0.6146
N4 2.6402 -0.7988 -2.5841
C9 1.4334 -0.7246 -3.4135
H15 3.9956 0.1008 0.2557
H16 4.8208 -0.0875 -1.2981
H17 4.2601 -1.4973 -0.2872
H18 3.5256 -0.8388 -3.0587
H19 0.9220 0.1875 -3.1190
H20 0.8626 -1.6389 -3.2807
H21 1.6814 -0.5826 -4.4634
C10 1.0361 1.3412 4.1780
C11 1.6574 0.2708 3.3005
O7 1.1229 0.0187 2.2104
N5 2.7040 -0.3855 3.7715
C12 3.4565 -1.4511 3.1471
H22 1.4463 2.3273 3.9579
H23 1.3257 1.1264 5.2103
H24 -0.0443 1.3447 4.0783
H25 2.9923 -0.1058 4.6965
H26 3.0022 -1.7141 2.1977
H27 3.5848 -2.3576 3.7394
H28 4.4748 -1.0731 3.0235
C13 -0.3729 4.0628 1.6971
C14 -0.0333 3.3346 0.3973
O8 -0.0711 2.1050 0.3399
N6 0.1886 4.1183 -0.6591
C15 0.3744 3.6485 -2.0203
H29 -1.2361 4.6923 1.4861
H30 0.4757 4.6915 1.9722
H31 -0.5684 3.3366 2.4772
H32 0.1783 5.1152 -0.5336
H33 -0.5568 3.6752 -2.5841
H34 0.8171 2.6611 -2.1175
H35 1.0970 4.3432 -2.4522

Atomic partial charges in e from the Löwdin method, atoms 1 to 6: 0.8622 -0.5346 -0.0250 -0.1183 0.0400 0.0125


Formula: C15H35N3O5Pt
Source: the Open Molecules 2025 dataset
Level of theory: wB97M-V/def2-TZVPD

As for the multiplicity: 3. As for the charge: 0. Its HOMO-LUMO gap (spin up / spin down) is 7.5 / 6.9 eV. The energy above the lowest of the compared OMol25 structures with the same formula, charge and spin comes out at 341.6 kJ/mol. The calculation puts the HOMO energy (spin up / spin down) at -0.3085 / -0.2952 Eh. Its energy is -1252.0373 a.u.

Element x y z (Å)
Pt1 -2.0033 0.1228 3.7703
C1 2.0800 0.1154 5.8017
C2 1.0652 1.0325 5.0758
C3 1.4621 1.3453 3.6527
O1 -0.2562 0.4883 5.1159
H1 1.7971 -0.0890 6.8344
H2 2.9980 0.6793 5.9671
H3 2.2815 -0.7998 5.2451
H4 1.0112 1.9613 5.6438
H5 1.4335 0.3949 3.1198
H6 2.4907 1.7039 3.6913
H7 0.7728 2.1025 3.2789
C4 0.3126 -0.4861 0.2998
C5 -0.8314 -1.4297 0.7954
C6 -0.3909 -2.8542 0.6979
O2 -1.2281 -1.1533 2.0862
H8 -0.1758 0.4829 0.1969
H9 0.6237 -0.7125 -0.7200
H10 1.0728 -0.5117 1.0805
H11 -1.6572 -1.3218 0.0922
H12 0.3807 -3.1271 1.4178
H13 -0.0768 -2.8903 -0.3453
H14 -1.2080 -3.5744 0.7392
C7 -2.6607 -0.2690 -5.4806
O3 -2.4856 -0.6330 -6.6107
N1 -1.7818 -0.2266 -4.4300
C8 -2.1415 0.0564 -3.0597
C9 -0.3555 -0.5256 -4.6337
H15 -3.6632 0.0719 -5.1791
H16 -1.7214 -0.6751 -2.3695
H17 -3.2148 -0.0928 -2.9423
H18 -1.8139 1.0647 -2.8065
H19 -0.1913 -0.9686 -5.6160
H20 0.4007 0.2560 -4.5609
H21 -0.1766 -1.4176 -4.0334
C10 -2.0298 2.4034 1.6627
O4 -1.5336 1.8245 2.5804
N2 -2.2809 3.7577 1.6539
C11 -3.2279 4.2299 0.6261
C12 -2.0330 4.8034 2.7394
H22 -2.3325 1.8283 0.7740
H23 -2.9841 5.0864 -0.0023
H24 -4.1633 4.4500 1.1406
H25 -3.5649 3.3777 0.0359
H26 -2.9475 5.0129 3.2943
H27 -1.4080 4.2913 3.4710
H28 -1.6306 5.7574 2.3986
C13 3.3356 -2.4881 -4.1419
O5 3.3841 -1.2931 -4.4908
N3 3.1250 -2.8638 -2.8436
C14 2.9103 -4.2233 -2.5994
C15 3.2659 -1.9409 -1.6468
H29 3.6582 -3.3310 -4.7726
H30 2.0055 -4.2227 -1.9916
H31 3.7905 -4.7487 -2.2287
H32 2.5141 -4.8328 -3.4116
H33 3.5335 -0.9678 -2.0586
H34 2.3846 -1.8001 -1.0210
H35 4.0802 -2.2309 -0.9827

Atomic partial charges in e from the Löwdin method, atoms 1 to 6: 1.0217 -0.0583 -0.5499 -0.0649 -0.3183 0.0698